w:
{"formula": "C4H10N3", "method": "ωB97M-V with the def2-TZVPD basis set", "symbols": ["C", "N", "N", "C", "N", "C", "C", "H", "H", "H", "H", "H", "H", "H", "H", "H", "H"], "positions_angstrom": [[-2.02514, -0.21696, -0.16363], [-0.75263, -0.87121, 0.26374], [0.37173, -0.47642, -0.52369], [1.62983, -1.32068, -0.19794], [2.60941, -0.64182, 0.12342], [2.32425, 0.75760, 0.12105], [0.82916, 0.88931, -0.29342], [-2.69922, -0.94393, -0.60858], [-2.51464, 0.24974, 0.68688], [-1.80972, 0.54734, -0.90750], [-0.61220, -0.67733, 1.27514], [-0.84038, -1.89101, 0.14651], [1.56841, -2.38313, -0.31186], [2.99171, 1.23718, -0.59479], [2.55032, 1.16689, 1.10770], [0.24098, 1.37998, 0.48502], [0.73291, 1.44826, -1.22388]], "gap_ev": 10.651, "multiplicity": 1, "lumo_ev": -3.6, "smiles": "C[NH2+]N1C=NCC1", "charge": 1}


x:
{"formula": "C4H10N3", "method": "ωB97M-V with the def2-TZVPD basis set", "symbols": ["C", "C", "C", "C", "N", "N", "N", "H", "H", "H", "H", "H", "H", "H", "H", "H", "H"], "positions_angstrom": [[-1.74092, 0.29319, -0.25937], [-0.72915, -1.12898, 1.20604], [0.75725, 0.55699, -0.12591], [2.02182, 0.70299, -0.95798], [-1.70389, -0.07984, 1.17196], [-0.42387, 0.14691, -0.86412], [0.21886, -0.80479, 0.00502], [-2.42926, -0.23267, -0.95523], [-2.07337, 1.36838, -0.17455], [-0.09403, -1.28426, 2.07939], [-1.33060, -1.99193, 0.77860], [0.53805, 1.31860, 0.62268], [2.79515, -0.12296, -0.67011], [2.54504, 1.61367, -0.97525], [1.74932, 0.52504, -2.02730], [-1.34489, 0.81810, 1.57950], [1.24449, -1.69842, -0.43338]], "gap_ev": 10.238, "multiplicity": 1, "lumo_ev": -4.9, "charge": 1}


y:
{"formula": "C4H10N3", "method": "ωB97M-V with the def2-TZVPD basis set", "symbols": ["C", "N", "C", "C", "N", "C", "N", "H", "H", "H", "H", "H", "H", "H", "H", "H", "H"], "positions_angstrom": [[-1.46466, 1.01258, -0.03340], [-1.65689, -0.34208, -0.14475], [-0.64537, -1.23443, 0.43756], [0.67709, -1.16696, -0.32688], [1.66357, -0.30364, 0.10504], [1.24913, 1.05817, 0.03136], [-0.25395, 1.51536, 0.12743], [-2.23753, 1.73715, -0.25121], [-2.30339, -0.83127, -0.71527], [-1.06818, -2.28283, 0.38808], [-0.51699, -1.01813, 1.50909], [1.01957, -2.20478, -0.43268], [0.35221, -0.96456, -1.41237], [2.07064, -0.62313, 1.00821], [1.39923, 1.40781, -1.06689], [1.94922, 1.67868, 0.63645], [-0.23371, 2.56206, 0.14024]], "gap_ev": 9.816, "multiplicity": 1, "lumo_ev": -3.7, "smiles": "C1=[NH+]CCNCN1", "charge": 1}


z:
{"formula": "C4H10N3", "method": "ωB97M-V with the def2-TZVPD basis set", "symbols": ["C", "N", "C", "C", "N", "N", "C", "H", "H", "H", "H", "H", "H", "H", "H", "H", "H"], "positions_angstrom": [[1.73812, -0.51704, -1.18782], [1.38183, -0.32814, 0.04362], [1.28012, 1.02503, 0.43751], [0.47480, -1.21446, 0.68183], [-0.89142, -0.97282, 0.36866], [-1.25403, 0.10045, -0.09644], [-2.58414, 0.53028, -0.25105], [2.17238, 0.36013, -1.56779], [1.85710, -1.54474, -1.48234], [2.01635, 1.62084, -0.18193], [0.32981, 1.28803, 0.17915], [1.48238, 1.10923, 1.54355], [0.39495, -1.19638, 1.86082], [0.68435, -2.28973, 0.35818], [-2.93198, 0.79578, -1.26151], [-2.82371, 1.43751, 0.35568], [-3.32691, -0.20398, 0.19986]], "gap_ev": [7.894, 7.893], "multiplicity": 1, "lumo_ev": [-5.3, -5.3], "smiles": "C=[N+](C)C/N=N/C", "charge": 1}


On energetic grounds, y is preferred over the next structure by 25.8 kcal/mol.